1.
The following is a quantum chemistry calculation of a 2-piece molecular cluster, C4H9N2O overall, from OMol25.

Values from the calculation:
HOMO energy ... -14.682 eV
Net charge ... +1
Lowest unoccupied orbital energy ... -4.025 eV
Kohn-Sham gap ... 0.392 Ha

Structure (XYZ):
```
16
C4H9N2O wB97M-V/def2-TZVPD
C -0.679 1.812 0.433
C 0.731 1.708 0.860
C -0.477 -1.726 -1.075
C -0.766 0.291 2.325
N -1.298 0.527 3.331
N -0.210 0.585 1.097
O -1.729 0.583 4.416
H -1.479 2.212 1.098
H -0.918 1.878 -0.517
H 1.445 1.339 0.112
H 1.196 2.288 1.767
H -0.272 -0.976 -1.844
H -0.700 -2.657 -1.581
H -1.427 -1.337 -0.685
H 0.192 -1.735 -0.270
H -0.306 -0.209 0.414
```

=====

2.
The following is a quantum chemistry calculation of an isolated ion of composition C4H9N2O and charge +1, from OMol25.

Values from the calculation:
HOMO energy ... -14.233 eV
Net charge ... +1
Lowest unoccupied orbital energy ... -4.147 eV
Structure (SMILES) ... CN1C(=O)C[C@H]1[NH3+]
Kohn-Sham gap ... 0.371 Ha

Structure (XYZ):
```
16
C4H9N2O wB97M-V/def2-TZVPD
C 1.905 0.389 -0.069
C 1.013 1.548 0.306
C -0.105 0.538 0.528
C 0.775 -1.892 0.084
N 0.829 -0.485 0.032
N -1.163 0.646 -0.541
O 3.032 0.247 -0.398
H 1.399 2.119 1.260
H 0.727 2.372 -0.342
H -0.429 0.117 1.559
H 0.003 -2.313 0.690
H 0.702 -2.423 -0.920
H 1.608 -2.254 0.515
H -1.424 1.642 -0.727
H -1.998 -0.094 -0.400
H -0.751 0.249 -1.391
```

=====

How far above the most stable structure does each one sit? In eV: 1 4.657; 2 0.000.

=====

1.
The following is a quantum chemistry calculation of a 2-piece molecular cluster, C7H16O overall, from OMol25.

Values from the calculation:
HOMO energy ... -9.256 eV
Lowest unoccupied orbital energy ... 0.895 eV
Structure (SMILES) ... C/C=C(\C)CCC.O
Kohn-Sham gap ... 0.373 Ha

Structure (XYZ):
```
24
C7H16O wB97M-V/def2-TZVPD
C 2.754 -1.558 -0.719
C 1.742 -0.613 -0.074
C 0.269 -1.038 -0.297
C -0.784 -0.178 0.328
C -0.540 0.849 1.140
C -1.598 1.655 1.829
C -2.198 -0.591 -0.046
H 2.706 -1.509 -1.799
H 2.544 -2.596 -0.425
H 3.769 -1.327 -0.363
H 1.890 0.355 -0.576
H 1.905 -0.336 0.966
H 0.238 -2.119 -0.149
H 0.141 -0.916 -1.365
H 0.486 1.065 1.409
H -2.181 2.334 1.192
H -1.167 2.308 2.593
H -2.324 1.062 2.359
H -2.928 0.185 0.163
H -2.452 -1.546 0.412
H -2.235 -0.666 -1.141
H 0.721 1.554 -2.057
H -0.572 1.726 -1.251
O -0.188 1.902 -2.127
```

=====

2.
The following is a quantum chemistry calculation of a 2-piece molecular cluster, C7H16O overall, from OMol25.

Values from the calculation:
HOMO energy ... -9.304 eV
Lowest unoccupied orbital energy ... 0.648 eV
Structure (SMILES) ... C=C(CC)CCC.O
Kohn-Sham gap ... 0.366 Ha

Structure (XYZ):
```
24
C7H16O wB97M-V/def2-TZVPD
C -0.616 -1.429 -1.373
C 0.382 -0.264 -1.452
C -0.159 0.956 -0.703
C -0.292 0.876 0.795
C 0.341 -0.044 1.523
C -0.973 2.021 1.464
C -0.260 3.377 1.377
H -1.580 -1.034 -1.711
H -0.782 -1.720 -0.341
H -0.413 -2.219 -2.092
H 1.413 -0.529 -1.202
H 0.514 0.020 -2.504
H 0.437 1.843 -0.926
H -1.157 1.117 -1.126
H 0.886 -0.905 1.156
H 0.365 0.015 2.606
H -1.194 1.752 2.497
H -1.970 2.117 1.009
H -0.966 4.111 1.773
H 0.665 3.396 1.942
H -0.144 3.665 0.334
H 1.946 -5.866 -0.267
H 1.641 -5.194 -1.570
O 1.917 -6.063 -1.207
```

=====

How far above the most stable structure does each one sit? In eV: 1 0.000; 2 0.175.

=====

1.
The following is a quantum chemistry calculation of an isolated ion of composition CH8N5 and charge +1, from OMol25.

Values from the calculation:
HOMO energy ... -14.371 eV
Net charge ... +1
Lowest unoccupied orbital energy ... -3.140 eV
Structure (SMILES) ... NNNC(N)=[NH2+]
Kohn-Sham gap ... 0.413 Ha

Structure (XYZ):
```
14
CH8N5 wB97M-V/def2-TZVPD
C -1.053 0.058 -0.054
N 0.071 0.671 -0.545
N -0.987 -1.257 0.007
N -2.142 0.729 0.245
N 2.153 0.112 0.582
N 1.203 -0.140 -0.699
H 0.398 1.636 -0.427
H -0.169 -1.564 -0.556
H -1.753 -1.739 0.491
H -3.018 0.130 0.527
H -2.290 1.771 0.148
H 2.815 0.912 0.615
H 2.637 -0.765 0.534
H 1.692 0.246 -1.511
```

=====

2.
The following is a quantum chemistry calculation of a 2-piece molecular cluster, CH8N5 overall, from OMol25.

Values from the calculation:
HOMO energy ... -13.663 eV
Net charge ... +1
Lowest unoccupied orbital energy ... -4.126 eV
Kohn-Sham gap ... 0.350 Ha

Structure (XYZ):
```
14
CH8N5 wB97M-V/def2-TZVPD
C -1.991 -1.232 0.105
N -1.430 0.945 -0.336
N -2.324 0.003 -0.069
N 1.087 0.324 0.215
N 1.920 -0.514 -0.089
N 3.230 -0.148 -0.156
H -2.768 -1.916 0.516
H -0.978 -1.460 0.116
H -0.445 0.595 -0.407
H 1.286 1.318 0.189
H -1.711 1.849 -0.090
H 3.971 -0.924 -0.188
H -3.391 0.311 0.182
H 3.546 0.849 0.013
```

=====

How far above the most stable structure does each one sit? In eV: 1 0.000; 2 2.532.

=====

1.
The following is a quantum chemistry calculation of a 8-piece molecular cluster, C24H68N4O8 overall, from OMol25.

Values from the calculation:
HOMO energy ... -9.069 eV
Lowest unoccupied orbital energy ... 0.549 eV
Structure (SMILES) ... COC[C@H](C)N.COC[C@H](C)N.COC[C@H](C)N.COC[C@H](C)N.CCO.CCO.CCO.CCO
Kohn-Sham gap ... 0.353 Ha

Structure (XYZ):
```
104
C24H68N4O8 wB97M-V/def2-TZVPD
C -2.111 -2.873 -2.726
C -3.228 -1.870 -2.534
O -2.739 -0.561 -2.149
H -1.723 -3.253 -1.791
H -1.345 -2.559 -3.423
H -2.634 -3.762 -3.132
H -3.859 -2.167 -1.690
H -3.900 -1.851 -3.398
H -2.319 -0.199 -2.942
C -4.271 2.393 -0.369
C -5.511 2.082 -1.141
O -5.189 2.167 -2.546
H -4.349 1.942 0.623
H -4.072 3.453 -0.196
H -3.402 2.011 -0.894
H -6.351 2.739 -0.865
H -5.883 1.059 -0.976
H -5.958 1.935 -3.072
C 0.461 0.532 -0.603
C -0.746 1.314 -0.147
O -1.609 0.600 0.732
H 0.274 -0.338 -1.258
H 1.130 0.161 0.180
H 1.100 1.110 -1.292
H -1.315 1.513 -1.061
H -0.371 2.168 0.409
H -2.073 -0.071 0.208
C 3.290 -2.142 0.898
C 4.126 -3.018 1.803
O 4.444 -4.317 1.199
H 3.589 -2.170 -0.149
H 3.411 -1.082 1.180
H 2.216 -2.319 0.953
H 3.683 -3.156 2.796
H 5.114 -2.568 1.948
H 3.759 -4.969 1.355
C 2.426 -2.247 -3.500
C 1.772 -1.951 -4.842
C 2.004 -0.502 -5.226
O 1.426 0.383 -4.287
C 0.081 0.538 -4.495
N 2.305 -2.764 -5.954
H 2.008 -3.164 -3.057
H 2.246 -1.472 -2.746
H 3.496 -2.439 -3.600
H 0.689 -2.060 -4.759
H 1.549 -0.263 -6.195
H 3.059 -0.232 -5.321
H -0.548 -0.308 -4.171
H -0.185 0.843 -5.514
H -0.268 1.359 -3.851
H 3.314 -2.650 -6.036
H 2.182 -3.766 -5.809
C 1.429 2.326 5.648
C 1.209 1.682 4.266
C -0.132 0.996 4.189
O -0.366 0.147 5.281
C 0.185 -1.130 5.126
N 1.368 2.683 3.137
H 0.695 3.141 5.765
H 2.410 2.785 5.717
H 1.210 1.628 6.459
H 1.990 0.909 4.158
H -0.317 0.458 3.238
H -0.943 1.747 4.127
H 1.261 -1.115 4.873
H -0.351 -1.732 4.388
H 0.164 -1.618 6.105
H 0.455 2.864 2.709
H 1.602 3.571 3.568
C 1.622 -6.949 -1.660
C 0.415 -6.225 -1.078
C 0.779 -4.950 -0.374
O -0.389 -4.523 0.262
C -0.243 -3.237 0.810
N -0.587 -5.870 -2.128
H 1.969 -6.306 -2.476
H 1.395 -7.948 -2.007
H 2.447 -6.966 -0.939
H -0.090 -6.787 -0.269
H 1.117 -4.218 -1.128
H 1.583 -5.098 0.353
H 0.477 -3.227 1.637
H -1.169 -2.829 1.231
H 0.031 -2.471 0.070
H -1.078 -5.067 -1.782
H -1.238 -6.643 -2.213
C -0.614 7.652 4.007
C -0.192 6.462 3.161
C -0.858 6.489 1.815
O -0.398 5.369 1.091
C -1.184 5.065 -0.055
N 1.316 6.430 3.044
H -1.680 7.865 3.877
H -0.091 8.529 3.607
H -0.408 7.506 5.058
H -0.418 5.508 3.655
H -0.646 7.430 1.290
H -1.940 6.354 1.990
H -0.444 4.894 -0.834
H -1.821 5.915 -0.318
H -1.818 4.198 0.126
H 1.502 5.755 2.284
H 1.588 7.312 2.574
```

=====

2.
The following is a quantum chemistry calculation of a 8-piece molecular cluster, C24H68N4O8 overall, from OMol25.

Values from the calculation:
HOMO energy ... -9.297 eV
Lowest unoccupied orbital energy ... 0.228 eV
Structure (SMILES) ... COC[C@H](C)N.COC[C@H](C)N.COC[C@H](C)N.COC[C@H](C)N.CCO.CCO.CCO.CCO
Kohn-Sham gap ... 0.350 Ha

Structure (XYZ):
```
104
C24H68N4O8 wB97M-V/def2-TZVPD
C 3.458 6.885 3.392
C 4.620 6.092 2.813
C 4.272 4.618 2.665
O 5.336 3.793 2.198
C 4.962 2.423 2.032
N 4.963 6.675 1.520
H 3.678 7.943 3.537
H 3.305 6.452 4.381
H 2.522 6.784 2.844
H 5.456 6.242 3.496
H 3.575 4.530 1.832
H 3.796 4.181 3.543
H 4.017 2.255 1.516
H 4.990 1.909 2.993
H 5.750 2.003 1.406
H 5.191 7.636 1.736
H 5.828 6.248 1.220
C -3.998 -2.122 -5.635
C -2.525 -2.253 -5.199
C -1.826 -3.491 -5.832
O -2.319 -4.693 -5.266
C -1.803 -5.824 -5.940
N -1.791 -1.088 -5.745
H -4.481 -3.098 -5.590
H -4.187 -1.837 -6.670
H -4.598 -1.460 -5.012
H -2.370 -2.275 -4.120
H -0.756 -3.323 -5.711
H -1.844 -3.497 -6.922
H -2.258 -6.702 -5.481
H -0.727 -5.825 -6.118
H -2.232 -5.860 -6.941
H -2.384 -0.295 -5.547
H -1.599 -1.177 -6.733
C -5.028 3.543 0.487
C -3.713 4.413 0.443
C -2.960 4.204 1.789
O -3.639 4.699 2.894
C -2.780 4.580 4.009
N -2.876 4.143 -0.692
H -4.767 2.495 0.334
H -5.826 3.776 -0.218
H -5.487 3.650 1.469
H -4.068 5.442 0.380
H -2.014 4.734 1.681
H -2.490 3.234 1.947
H -1.937 5.265 3.913
H -2.442 3.548 4.108
H -3.327 4.791 4.927
H -1.990 4.623 -0.622
H -2.663 3.158 -0.626
C 6.460 -4.570 0.472
C 5.052 -4.657 0.976
C 4.141 -5.454 0.111
O 4.214 -4.979 -1.232
C 3.693 -5.862 -2.197
N 5.138 -5.235 2.325
H 6.911 -5.556 0.360
H 7.054 -3.939 1.133
H 6.491 -4.131 -0.525
H 4.575 -3.693 1.153
H 3.137 -5.312 0.511
H 4.397 -6.509 0.209
H 2.646 -6.061 -1.968
H 4.352 -6.729 -2.239
H 3.668 -5.307 -3.134
H 5.749 -6.030 2.443
H 4.253 -5.681 2.520
C 1.789 5.070 -3.970
C 2.115 4.948 -2.417
O 1.856 6.182 -1.686
H 1.991 6.047 -4.408
H 0.707 4.941 -3.993
H 2.160 4.202 -4.516
H 3.181 4.742 -2.319
H 1.393 4.252 -1.989
H 2.606 6.351 -1.111
C -7.895 -2.857 -0.991
C -6.717 -2.847 -0.003
O -6.548 -4.191 0.491
H -8.788 -3.244 -0.501
H -7.682 -3.485 -1.855
H -8.093 -1.902 -1.477
H -6.781 -2.100 0.788
H -5.758 -2.743 -0.511
H -6.371 -4.648 -0.335
C -1.670 -1.766 6.702
C -0.613 -2.893 6.803
O 0.029 -2.944 8.101
H -1.118 -0.826 6.669
H -2.373 -1.641 7.526
H -2.187 -1.860 5.748
H 0.106 -2.804 5.988
H -1.101 -3.863 6.710
H 0.576 -3.729 8.174
C -0.756 -1.113 0.504
C 0.154 -1.119 -0.722
O -0.216 0.028 -1.437
H -1.818 -0.948 0.323
H -0.435 -0.338 1.201
H -0.749 -2.075 1.016
H 0.044 -1.955 -1.413
H 1.217 -1.221 -0.500
H -0.196 -0.089 -2.389
```

=====

How far above the most stable structure does each one sit? In eV: 1 0.000; 2 1.815.

=====

1.
The following is a quantum chemistry calculation of one molecule with the formula CH5NO2S, from OMol25.

Values from the calculation:
HOMO energy ... -10.050 eV
Lowest unoccupied orbital energy ... 0.318 eV
Structure (SMILES) ... C[S@@H](=O)=NO
Kohn-Sham gap ... 0.381 Ha

Structure (XYZ):
```
10
CH5NO2S wB97M-V/def2-TZVPD
C -1.228 -0.613 -0.677
N 0.243 1.344 0.143
O 1.347 -0.940 -0.089
O 1.705 1.684 0.952
S 0.187 -0.180 0.277
H -2.095 -0.402 0.018
H -1.027 -0.069 -1.542
H -1.204 -1.697 -0.848
H 2.293 1.414 0.204
H -0.221 -0.541 1.561
```

=====

2.
The following is a quantum chemistry calculation of a 2-piece molecular cluster, CH5NO2S overall, from OMol25.

Values from the calculation:
HOMO energy ... -9.250 eV
Lowest unoccupied orbital energy ... -0.285 eV
Structure (SMILES) ... CSN=O.O
Kohn-Sham gap ... 0.329 Ha

Structure (XYZ):
```
10
CH5NO2S wB97M-V/def2-TZVPD
C -0.545 1.421 0.786
N -1.974 -0.606 0.535
O 2.589 -1.592 -0.983
O -2.659 -1.558 0.125
S -1.052 0.183 -0.509
H -1.476 1.863 1.185
H -0.024 0.983 1.520
H 0.027 2.095 0.154
H 2.013 -0.847 -1.126
H 3.100 -1.943 -1.687
```

=====

How far above the most stable structure does each one sit? In eV: 1 1.808; 2 0.000.